1.
{
  "formula": "C4H6F2O",
  "method": "ωB97M-V/def2-TZVPD",
  "total_energy_ha": -430.764737,
  "gap_ev": [8.4, 9.4],
  "homo_energy_ev": [-7.81, -8.49],
  "species": ["C", "C", "C", "C", "O", "F", "F", "H", "H", "H", "H", "H", "H"],
  "xyz": [[3.0101, -0.2396, -0.2932], [2.1687, 0.0129, 0.6319], [-2.4826, 0.7161, -0.1028], [-0.5048, -0.5143, 0.1442], [-1.2298, 0.4756, 0.6088], [-0.2402, -0.5675, -1.2354], [-0.8077, -1.7422, 0.6867], [4.1059, -0.3622, 0.1091], [2.6055, -0.5587, -1.2343], [1.6729, 0.3611, 1.4913], [-3.2598, 0.2631, 0.3697], [-2.4947, 0.3836, -1.1023], [-2.5435, 1.7721, -0.0737]],
  "forces_ev_per_a": [[2.29, -0.84, 1.42], [-2.23, 0.45, 0.31], [1.96, 1.25, -0.06], [2.80, -0.57, 0.04], [-0.45, -0.58, -1.19], [-1.39, -0.31, 1.97], [-0.07, 0.99, -1.35], [-1.62, 0.32, -1.60], [0.59, -0.18, -0.76], [0.26, 0.11, 0.81], [-2.17, -1.22, 1.75], [0.56, -0.42, -1.25], [-0.53, 1.00, -0.09]]
}


2.
{
  "formula": "C4H6F2O4V2",
  "method": "ωB97M-V/def2-TZVPD",
  "total_energy_ha": -2543.312292,
  "total_charge": 3,
  "multiplicity": 4,
  "gap_ev": [7.3, 6.4],
  "s2": 4.23,
  "homo_energy_ev": [-22.34, -22.02],
  "species": ["O", "V", "O", "V", "F", "F", "O", "C", "O", "C", "C", "C", "H", "H", "H", "H", "H", "H"],
  "xyz": [[-20.7240, 20.3769, -18.1212], [-21.0354, 21.9294, -17.9511], [-22.5955, 20.0025, -14.6271], [-22.4318, 21.6393, -14.7053], [-23.0955, 21.7075, -16.8341], [-20.4705, 21.6744, -15.7475], [-20.6056, 18.5473, -13.6811], [-19.4791, 19.0095, -13.3712], [-18.7116, 18.4310, -12.3300], [-17.4580, 19.0675, -12.1509], [-17.2561, 19.9429, -13.3658], [-18.6391, 20.1150, -13.9724], [-16.6256, 18.3684, -12.0706], [-17.4825, 19.7518, -11.3028], [-16.6304, 19.3866, -14.0637], [-16.7988, 20.9182, -13.1996], [-18.6781, 19.9306, -15.0460], [-19.0559, 21.1033, -13.7786]],
  "forces_ev_per_a": [[-0.89, 4.89, -0.03], [-0.77, -5.93, 2.54], [0.41, 5.82, 0.16], [0.07, -6.21, -3.56], [3.00, 0.80, 1.27], [-2.52, 0.98, -0.79], [4.74, 1.63, 1.84], [-3.22, -0.88, -1.35], [0.40, -0.50, 0.74], [-0.64, 0.47, -2.19], [-0.17, 0.54, -0.95], [-0.41, -0.53, -0.22], [-0.23, -0.80, 0.99], [-0.23, -0.13, 1.25], [0.26, 0.01, -0.08], [0.21, -0.30, 0.33], [0.12, 0.23, -0.03], [-0.12, -0.08, 0.07]]
}


3.
{
  "formula": "C4H6F3OPS",
  "method": "ωB97M-V/def2-TZVPD",
  "total_energy_ha": -1270.262461,
  "gap_ev": 9.6,
  "smiles": "FC(F)(F)P(S)C[C@@H]1CO1",
  "homo_energy_ev": -9.20,
  "species": ["F", "C", "F", "F", "P", "S", "C", "C", "C", "O", "H", "H", "H", "H", "H", "H"],
  "xyz": [[-2.9092, 0.6060, 1.9408], [-1.8892, 0.5539, 0.9676], [-1.1720, 1.7396, 1.1074], [-2.5107, 0.5669, -0.2916], [-0.8461, -1.0254, 1.2396], [-1.4799, -2.4543, -0.2288], [0.9784, -0.6825, 0.9203], [1.1814, -0.2845, -0.7185], [1.8453, 1.2164, -0.9687], [0.3234, 0.8241, -1.2194], [-1.7840, -1.7927, -1.4039], [1.5934, -1.6350, 0.9741], [1.4120, 0.1785, 1.5042], [1.4991, -1.1450, -1.4550], [2.2747, 1.2447, -2.0085], [1.4833, 2.0893, -0.3596]],
  "forces_ev_per_a": [[1.81, -0.18, -1.92], [-0.86, 1.37, -0.87], [-1.13, -1.88, -0.15], [0.83, 0.28, 2.34], [0.29, -0.84, 0.86], [-0.13, 0.83, -0.25], [0.35, 0.78, -4.07], [0.62, 3.70, 1.28], [-4.41, -2.67, -1.51], [2.56, -3.04, 0.32], [0.50, -0.03, 0.87], [-1.02, 1.07, 0.63], [-0.65, -1.14, -0.38], [-0.83, 1.94, 1.44], [-0.01, 0.69, 1.51], [2.09, -0.88, -0.08]]
}


4.
{
  "formula": "C4H6FFeO4",
  "method": "ωB97M-V/def2-TZVPD",
  "total_energy_ha": -1819.693420,
  "total_charge": 2,
  "multiplicity": 6,
  "gap_ev": [10.1, 7.9],
  "s2": 8.76,
  "homo_energy_ev": [-20.79, -20.61],
  "species": ["C", "O", "H", "H", "H", "C", "O", "C", "C", "O", "O", "F", "H", "H", "H", "Fe"],
  "xyz": [[1.4844, -0.4787, 0.9265], [0.6278, -0.1974, -0.1897], [0.8539, -0.7172, 1.7920], [2.1179, -1.3301, 0.6621], [2.1269, 0.3899, 1.1120], [-1.1716, -1.7235, 0.3054], [-0.1280, 1.7304, -1.3709], [-0.2847, 1.2448, -0.1699], [-1.6576, 0.6532, 0.1264], [-1.5676, -0.7672, -0.3733], [-1.3257, -2.4728, 1.1580], [2.2530, -0.1881, -3.2154], [0.0846, 1.8378, 0.6881], [-1.8861, 0.5619, 1.1931], [-2.4631, 1.1049, -0.4563], [0.9362, 0.3518, -2.1884]],
  "forces_ev_per_a": [[1.00, 0.19, 0.57], [0.11, 2.02, -1.56], [0.31, 0.12, -0.07], [-0.19, 0.07, 0.07], [-0.15, -0.25, 0.23], [-3.80, 1.09, 2.33], [0.99, -1.14, -1.41], [0.32, -1.03, 1.48], [0.15, -0.27, 0.64], [-0.49, -1.91, -1.08], [1.89, 0.29, -1.93], [-1.36, 0.59, 1.00], [0.26, -0.19, -0.49], [-0.02, 0.26, -0.20], [0.08, -0.17, 0.05], [0.91, 0.34, 0.38]]
}


Table of max |F| (eV/A), in record order: 3.042, 7.161, 5.375, 4.591